No. 1
Molecular formula: C16H17ClN2O2
Method: DFT, wB97M-V/def2-TZVPD

Results
- HOMO-LUMO gap: 8.5 eV
- DFT total energy: -36466.6062 eV
- HOMO: -8.491 eV
- LUMO: 0.035 eV
- Maximum force: 0.75 eV Å⁻¹
- SMILES: O=C(Oc1ccc(Cl)c2cccnc12)N1CCCCCC1

Each atom is followed by the atoms it is bonded to, with distances in Å.
CARTESIAN COORDINATES (ANGSTROEM)
1 O 0.075 -0.384 1.535  C2 1.205
2 C -0.313 -0.084 0.435  O1 1.205, N3 1.344, O22 1.382
3 N -1.464 -0.493 -0.124  C2 1.344, C4 1.444, C14 1.446
4 C -1.907 -0.078 -1.435  N3 1.444, H5 1.094, H6 1.091, C7 1.530
5 H -2.479 -0.905 -1.867  C4 1.094
6 H -1.029 0.098 -2.059  C4 1.091
7 C -2.773 1.182 -1.395  C4 1.530, H8 1.092, C9 1.529, H21 1.092
8 H -2.151 2.029 -1.097  C7 1.092
9 C -3.956 1.068 -0.434  C7 1.529, H10 1.092, H11 1.092, C12 1.532
10 H -4.599 1.937 -0.591  C9 1.092
11 H -4.546 0.180 -0.671  C9 1.092
12 C -3.524 1.034 1.036  C9 1.532, C13 1.531, H19 1.092, H20 1.092
13 C -3.262 -0.365 1.597  C12 1.531, C14 1.538, H17 1.091, H18 1.092
14 C -2.388 -1.249 0.691  N3 1.446, C13 1.538, H15 1.092, H16 1.092
15 H -1.804 -1.934 1.310  C14 1.092
16 H -3.012 -1.836 0.015  C14 1.092
17 H -2.770 -0.250 2.564  C13 1.091
18 H -4.211 -0.879 1.764  C13 1.092
19 H -4.299 1.495 1.652  C12 1.092
20 H -2.622 1.638 1.151  C12 1.092
21 H -3.139 1.375 -2.406  C7 1.092
22 O 0.373 0.790 -0.388  C2 1.382, C23 1.370
23 C 1.728 0.854 -0.199  O22 1.370, C24 1.371, C32 1.421
24 C 2.352 2.065 -0.045  C23 1.371, C25 1.400, H38 1.078
25 C 3.740 2.133 0.119  C24 1.400, C26 1.369, H37 1.079
26 C 4.490 0.987 0.151  C25 1.369, C27 1.412, Cl36 1.730
27 C 3.894 -0.282 -0.011  C26 1.412, C28 1.410, C32 1.423
28 C 4.596 -1.504 0.005  C27 1.410, C29 1.369, H35 1.080
29 C 3.913 -2.674 -0.190  C28 1.369, C30 1.405, H34 1.079
30 C 2.528 -2.615 -0.424  C29 1.405, N31 1.302, H33 1.082
31 N 1.845 -1.506 -0.438  C30 1.302, C32 1.344
32 C 2.487 -0.347 -0.213  C23 1.421, C27 1.423, N31 1.344
33 H 1.963 -3.518 -0.612  C30 1.082
34 H 4.418 -3.627 -0.177  C29 1.079
35 H 5.664 -1.499 0.170  C28 1.080
36 Cl 6.200 1.102 0.388  C26 1.730
37 H 4.215 3.094 0.239  C25 1.079
38 H 1.765 2.970 -0.047  C24 1.078

No. 2
Molecular formula: C16H17IO3
Method: DFT, wB97M-V/def2-TZVPD

Results
- HOMO-LUMO gap: 9.1 eV
- DFT total energy: -31105.2825 eV
- HOMO: -9.382 eV
- LUMO: -0.324 eV
- Maximum force: 3.74 eV Å⁻¹
- SMILES: C#CCC(=O)O[C@@H](CCCI)CC(=O)c1ccccc1

Each atom is followed by the atoms it is bonded to, with distances in Å.
CARTESIAN COORDINATES (ANGSTROEM)
1 C 1.234 2.372 1.529  C2 1.227, H21 1.124
2 C 1.323 1.485 2.371  C1 1.227, C3 1.560
3 C 1.132 0.311 3.382  C2 1.560, C4 1.581, H22 1.141, H23 1.141
4 C 0.842 -1.099 2.728  C3 1.581, O5 1.227, O6 1.403
5 O -0.062 -1.769 3.217  C4 1.227
6 O 1.561 -1.677 1.671  C4 1.403, C7 1.462
7 C 1.189 -1.114 0.374  O6 1.462, C8 1.610, C12 1.593, H24 1.130
8 C 2.581 -0.742 -0.344  C7 1.610, C9 1.588, H25 1.134, H26 1.138
9 C 2.403 -0.230 -1.836  C8 1.588, C10 1.590, H27 1.143, H28 1.131
10 C 1.381 0.977 -2.007  C9 1.590, I11 2.206, H29 1.128, H30 1.132
11 I 2.089 2.147 -3.738  C10 2.206
12 C 0.406 -2.251 -0.420  C7 1.593, C13 1.582, H31 1.141, H32 1.136
13 C -0.874 -1.764 -1.211  C12 1.582, O14 1.239, C15 1.563
14 O -1.156 -2.387 -2.244  C13 1.239
15 C -1.836 -0.607 -0.787  C13 1.563, C16 1.509, C20 1.525
16 C -2.077 -0.137 0.627  C15 1.509, C17 1.497, H33 1.125
17 C -3.006 0.969 1.019  C16 1.497, C18 1.500, H34 1.135
18 C -3.790 1.681 -0.043  C17 1.500, C19 1.510, H35 1.124
19 C -3.602 1.219 -1.469  C18 1.510, C20 1.517, H36 1.137
20 C -2.646 0.109 -1.864  C15 1.525, C19 1.517, H37 1.128
21 H 1.142 3.244 0.826  C1 1.124
22 H 0.230 0.555 4.037  C3 1.141
23 H 2.015 0.283 4.103  C3 1.141
24 H 0.545 -0.188 0.435  C7 1.130
25 H 3.229 -1.666 -0.237  C8 1.134
26 H 3.049 0.080 0.288  C8 1.138
27 H 3.424 0.167 -2.162  C9 1.143
28 H 2.197 -1.123 -2.499  C9 1.131
29 H 1.384 1.705 -1.146  C10 1.128
30 H 0.355 0.567 -2.254  C10 1.132
31 H 1.126 -2.664 -1.204  C12 1.141
32 H 0.088 -3.129 0.227  C12 1.136
33 H -1.511 -0.663 1.444  C16 1.125
34 H -3.077 1.231 2.121  C17 1.135
35 H -4.470 2.516 0.278  C18 1.124
36 H -4.230 1.749 -2.253  C19 1.137
37 H -2.589 -0.156 -2.958  C20 1.128

No. 3
Molecular formula: C16H17N
Method: DFT, wB97M-V/def2-TZVPD

Results
- HOMO-LUMO gap: 8.7 eV
- DFT total energy: -18357.4920 eV
- HOMO: -7.796 eV
- LUMO: 0.896 eV
- Maximum force: 1.84 eV Å⁻¹
- SMILES: Cc1c[nH]c2ccccc12.Cc1ccccc1

Each atom is followed by the atoms it is bonded to, with distances in Å.
CARTESIAN COORDINATES (ANGSTROEM)
1 C 0.012 -2.795 -1.563  C5 1.501, H12 1.101, H13 1.075, H15 1.085
2 C -1.063 0.281 -3.427  C3 1.387, C4 1.392, H8 1.081
3 C 0.088 1.051 -3.374  C2 1.387, C6 1.386, H9 1.080
4 C -1.030 -1.022 -2.941  C2 1.392, C5 1.399, H10 1.082
5 C 0.092 -1.450 -2.223  C1 1.501, C4 1.399, C7 1.384
6 C 1.245 0.539 -2.806  C3 1.386, C7 1.394, H11 1.082
7 C 1.201 -0.637 -2.060  C5 1.384, C6 1.394, H14 1.079
8 H -2.020 0.651 -3.770  C2 1.081
9 H 0.117 2.037 -3.814  C3 1.080
10 H -1.920 -1.604 -2.741  C4 1.082
11 H 2.181 1.071 -2.917  C6 1.082
12 H -0.116 -2.723 -0.472  C1 1.101
13 H 0.983 -3.254 -1.519  C1 1.075
14 H 2.089 -1.022 -1.582  C7 1.079
15 H -0.778 -3.435 -1.943  C1 1.085
16 C -2.320 0.379 0.487  C18 1.490, H29 1.096, H30 1.089, H34 1.085
17 C -0.169 0.760 1.791  C18 1.443, C19 1.391, C21 1.411
18 C -1.239 -0.118 1.383  C16 1.490, C17 1.443, C20 1.363
19 C 0.752 0.026 2.531  C17 1.391, C24 1.399, N25 1.380
20 C -1.009 -1.286 2.049  C18 1.363, N25 1.381, H31 1.081
21 C 0.044 2.142 1.605  C17 1.411, C22 1.374, H26 1.054
22 C 1.188 2.652 2.171  C21 1.374, C23 1.415, H27 1.079
23 C 2.084 1.904 2.970  C22 1.415, C24 1.374, H28 1.080
24 C 1.837 0.575 3.223  C19 1.399, C23 1.374, H33 1.082
25 N 0.236 -1.248 2.646  C19 1.380, C20 1.381, H32 1.002
26 H -0.612 2.811 1.121  C21 1.054
27 H 1.338 3.721 2.204  C22 1.079
28 H 2.944 2.437 3.345  C23 1.080
29 H -1.938 0.335 -0.539  C16 1.096
30 H -2.370 1.459 0.626  C16 1.089
31 H -1.556 -2.208 1.915  C20 1.081
32 H 0.569 -1.906 3.325  N25 1.002
33 H 2.442 -0.047 3.870  C24 1.082
34 H -3.302 -0.078 0.427  C16 1.085

No. 4
Molecular formula: C16H17N5O3S
Method: DFT, wB97M-V/def2-TZVPD

Results
- HOMO-LUMO gap: 8.4 eV
- DFT total energy: -41296.1479 eV
- HOMO: -8.056 eV
- LUMO: 0.359 eV
- Maximum force: 1.44 eV Å⁻¹
- SMILES: Cc1cc(-n2c(C)cc(C(=O)CSc3nc(N)cc(=O)[nH]3)c2C)no1

Each atom is followed by the atoms it is bonded to, with distances in Å.
CARTESIAN COORDINATES (ANGSTROEM)
1 C 2.267 -6.370 1.111  C2 1.481, H40 1.085, H41 1.089, H42 1.089
2 C 2.042 -4.917 1.287  C1 1.481, C3 1.366, O6 1.342
3 C 2.048 -3.873 0.406  C2 1.366, C4 1.422, H39 1.067
4 C 1.754 -2.744 1.220  C3 1.422, N5 1.313, N7 1.385
5 N 1.592 -3.115 2.468  C4 1.313, O6 1.349
6 O 1.769 -4.451 2.515  C2 1.342, N5 1.349
7 N 1.614 -1.424 0.827  C4 1.385, C8 1.365, C11 1.389
8 C 0.712 -0.548 1.356  N7 1.365, C9 1.391, C35 1.478
9 C 0.867 0.667 0.699  C8 1.391, C10 1.429, C17 1.440
10 C 1.925 0.495 -0.247  C9 1.429, C11 1.358, H16 1.071
11 C 2.360 -0.788 -0.157  N7 1.389, C10 1.358, C12 1.487
12 C 3.466 -1.446 -0.902  C11 1.487, H13 1.089, H14 1.090, H15 1.087
13 H 4.049 -2.095 -0.250  C12 1.089
14 H 3.086 -2.039 -1.735  C12 1.090
15 H 4.120 -0.681 -1.311  C12 1.087
16 H 2.300 1.230 -0.929  C10 1.071
17 C 0.076 1.851 0.910  C9 1.440, O18 1.222, C19 1.519
18 O -0.889 1.921 1.657  C17 1.222
19 C 0.451 3.072 0.088  C17 1.519, H20 1.090, H21 1.087, S22 1.833
20 H 0.014 3.975 0.515  C19 1.090
21 H 1.527 3.189 -0.008  C19 1.087
22 S -0.167 2.885 -1.628  C19 1.833, C23 1.761
23 C -1.893 3.206 -1.485  S22 1.761, N24 1.292, N29 1.339
24 N -2.469 3.421 -2.622  C23 1.292, C25 1.364
25 C -3.808 3.679 -2.614  N24 1.364, C26 1.372, N32 1.358
26 C -4.529 3.762 -1.450  C25 1.372, C27 1.423, H31 1.077
27 C -3.905 3.529 -0.192  C26 1.423, O28 1.213, N29 1.423
28 O -4.406 3.557 0.912  C27 1.213
29 N -2.517 3.231 -0.301  C23 1.339, C27 1.423, H30 1.023
30 H -2.067 2.970 0.579  N29 1.023
31 H -5.583 3.983 -1.455  C26 1.077
32 N -4.359 3.813 -3.848  C25 1.358, H33 1.004, H34 1.005
33 H -5.272 4.224 -3.930  N32 1.004
34 H -3.720 3.908 -4.618  N32 1.005
35 C -0.231 -0.917 2.433  C8 1.478, H36 1.089, H37 1.086, H38 1.089
36 H -0.747 -1.846 2.194  C35 1.089
37 H -0.957 -0.120 2.564  C35 1.086
38 H 0.306 -1.075 3.367  C35 1.089
39 H 2.206 -3.909 -0.649  C3 1.067
40 H 2.441 -6.595 0.064  C1 1.085
41 H 3.127 -6.689 1.698  C1 1.089
42 H 1.400 -6.926 1.463  C1 1.089

No. 5
Molecular formula: C16H17N5OS
Method: DFT, wB97M-V/def2-TZVPD

Results
- HOMO-LUMO gap: 8.6 eV
- DFT total energy: -37201.5979 eV
- HOMO: -7.871 eV
- LUMO: 0.757 eV
- Maximum force: 0.95 eV Å⁻¹
- SMILES: Cc1cc(C(=O)CSc2n[nH]c(N)n2)c(C)n1-c1ccccc1

Each atom is followed by the atoms it is bonded to, with distances in Å.
CARTESIAN COORDINATES (ANGSTROEM)
1 C 0.339 3.523 1.754  C2 1.488, H38 1.090, H39 1.089, H40 1.087
2 C 0.177 2.076 1.451  C1 1.488, C3 1.361, N6 1.381
3 C -0.940 1.376 1.114  C2 1.361, C4 1.426, H37 1.071
4 C -0.568 0.008 0.962  C3 1.426, C5 1.391, C22 1.448
5 C 0.793 -0.067 1.236  C4 1.391, N6 1.359, C18 1.483
6 N 1.232 1.187 1.525  C2 1.381, C5 1.359, C7 1.410
7 C 2.558 1.532 1.858  N6 1.410, C8 1.390, C12 1.390
8 C 3.266 2.425 1.062  C7 1.390, C9 1.383, H17 1.079
9 C 4.564 2.766 1.396  C8 1.383, C10 1.385, H16 1.080
10 C 5.162 2.216 2.518  C9 1.385, C11 1.385, H15 1.080
11 C 4.459 1.323 3.308  C10 1.385, C12 1.383, H14 1.080
12 C 3.158 0.980 2.983  C7 1.390, C11 1.383, H13 1.079
13 H 2.600 0.294 3.601  C12 1.079
14 H 4.922 0.893 4.184  C11 1.080
15 H 6.176 2.482 2.775  C10 1.080
16 H 5.112 3.459 0.775  C9 1.080
17 H 2.800 2.838 0.180  C8 1.079
18 C 1.694 -1.244 1.193  C5 1.483, H19 1.091, H20 1.089, H21 1.087
19 H 1.757 -1.722 2.172  C18 1.091
20 H 2.699 -0.957 0.884  C18 1.089
21 H 1.286 -1.977 0.502  C18 1.087
22 C -1.408 -1.106 0.576  C4 1.448, O23 1.218, C24 1.520
23 O -1.027 -2.262 0.531  C22 1.218
24 C -2.835 -0.755 0.192  C22 1.520, H25 1.089, H26 1.088, S27 1.829
25 H -3.399 -1.661 -0.023  C24 1.089
26 H -3.324 -0.155 0.957  C24 1.088
27 S -2.832 0.266 -1.326  C24 1.829, C28 1.734
28 C -2.380 -0.974 -2.451  S27 1.734, N29 1.312, N32 1.356
29 N -1.775 -0.731 -3.590  C28 1.312, N30 1.359
30 N -1.626 -1.971 -4.127  N29 1.359, C31 1.355, H36 1.006
31 C -2.150 -2.887 -3.277  N30 1.355, N32 1.313, N33 1.362
32 N -2.637 -2.285 -2.217  C28 1.356, C31 1.313
33 N -2.223 -4.221 -3.538  C31 1.362, H34 1.008, H35 1.008
34 H -1.495 -4.604 -4.121  N33 1.008
35 H -2.438 -4.770 -2.720  N33 1.008
36 H -1.206 -2.084 -5.034  N30 1.006
37 H -1.918 1.791 0.979  C3 1.071
38 H 0.733 4.068 0.895  C1 1.090
39 H 1.021 3.672 2.591  C1 1.089
40 H -0.629 3.948 2.005  C1 1.087

No. 6
Molecular formula: C16H17N5S
Method: DFT, wB97M-V/def2-TZVPD

Results
- HOMO-LUMO gap: 8.2 eV
- DFT total energy: -35151.7084 eV
- HOMO: -7.703 eV
- LUMO: 0.544 eV
- Maximum force: 5.01 eV Å⁻¹
- SMILES: Cc1cc(C)nc(Nc2nc3c(s2)CCCc2[nH]ncc2-3)c1

Each atom is followed by the atoms it is bonded to, with distances in Å.
CARTESIAN COORDINATES (ANGSTROEM)
1 N -3.875 2.003 -3.198  C5 1.343, N16 1.298
2 N -0.889 -0.625 -1.541  C6 1.280, C7 1.398
3 N 3.293 -0.540 -1.128  C11 1.270, C12 1.363
4 S -0.481 -1.370 0.921  C6 1.717, C9 1.819
5 C -2.825 1.219 -2.905  N1 1.343, C8 1.476, H23 1.123
6 C -0.042 -1.120 -0.719  N2 1.280, S4 1.717, N17 1.344
7 C -1.942 -0.040 -0.830  N2 1.398, C8 1.486, C9 1.358
8 C -3.019 0.700 -1.537  C5 1.476, C7 1.486, C10 1.372
9 C -1.944 -0.382 0.484  S4 1.819, C7 1.358, C20 1.588
10 C -4.234 1.214 -1.157  C8 1.372, N16 1.439, C21 1.571
11 C 2.386 -1.227 -0.564  N3 1.270, C13 1.402, N17 1.377
12 C 4.438 -0.170 -0.487  N3 1.363, C14 1.359, C18 1.515
13 C 2.684 -1.799 0.681  C11 1.402, C15 1.401, H24 1.178
14 C 4.653 -0.490 0.816  C12 1.359, C15 1.404, H25 1.097
15 C 3.838 -1.472 1.404  C13 1.401, C14 1.404, C19 1.471
16 N -4.774 1.960 -2.262  N1 1.298, C10 1.439, H26 0.999
17 N 1.190 -1.226 -1.245  C6 1.344, C11 1.377, H27 1.015
18 C 5.239 0.968 -1.085  C12 1.515, H28 1.179, H29 1.077, H30 1.091
19 C 4.178 -1.960 2.749  C15 1.471, H31 1.126, H32 1.083, H33 1.091
20 C -3.163 -0.130 1.470  C9 1.588, C22 1.579, H34 1.139, H35 1.031
21 C -5.031 1.010 0.181  C10 1.571, C22 1.554, H36 1.143, H37 1.103
22 C -4.075 1.157 1.398  C20 1.579, C21 1.554, H38 1.101, H39 1.108
23 H -1.874 1.122 -3.493  C5 1.123
24 H 1.867 -2.420 1.259  C13 1.178
25 H 5.488 -0.074 1.393  C14 1.097
26 H -5.507 2.632 -2.176  N16 0.999
27 H 1.135 -0.592 -2.035  N17 1.015
28 H 4.598 1.952 -0.978  C18 1.179
29 H 6.155 1.187 -0.561  C18 1.077
30 H 5.462 0.949 -2.153  C18 1.091
31 H 4.478 -3.041 2.650  C19 1.126
32 H 3.324 -1.923 3.414  C19 1.083
33 H 4.972 -1.405 3.251  C19 1.091
34 H -2.684 0.029 2.491  C20 1.139
35 H -3.619 -1.036 1.656  C20 1.031
36 H -5.435 -0.059 0.129  C21 1.143
37 H -5.841 1.759 0.205  C21 1.103
38 H -3.393 2.002 1.217  C22 1.101
39 H -4.730 1.238 2.288  C22 1.108

The lowest LUMO belongs to which entry? C16H17IO3